[1]
C31H49BrFN7OPSiTi as an isolated structure in a non-equilibrium geometry. Source: OMol25; level of theory: wB97M-V/def2-TZVPD.

Summary:
Charge   -1
Gap between HOMO and LUMO (alpha / beta)   6.063 / 6.061 eV
Energy above the lowest of the compared OMol25 structures with the same formula, charge and spin   2.267 eV

Each line ends with the Mulliken charge.
Cartesian coordinates (Å):
1 Ti 0.554 0.346 -0.471  -0.452
2 C 3.666 -1.563 -0.132  -1.063
3 Si 3.092 -0.765 1.503  0.104
4 C 4.443 0.454 2.132  -1.267
5 C 3.038 -2.215 2.787  -1.581
6 N 1.626 0.116 1.310  0.869
7 C 1.204 0.920 2.311  0.218
8 C 1.418 0.714 3.693  -0.260
9 C 0.956 1.600 4.642  -0.992
10 C 0.278 2.758 4.289  -0.549
11 C 0.070 3.021 2.943  -0.803
12 C 0.520 2.115 2.017  0.545
13 F 0.341 2.406 0.669  -0.237
14 H 4.159 -2.513 0.052  0.496
15 H 4.352 -0.919 -0.672  0.485
16 H 2.802 -1.749 -0.772  0.008
17 H 5.388 -0.047 2.322  0.407
18 H 4.128 0.934 3.056  0.394
19 H 4.622 1.236 1.400  0.291
20 H 3.286 -3.161 2.316  0.484
21 H 2.057 -2.327 3.241  0.363
22 H 3.760 -2.055 3.583  0.395
23 H 1.943 -0.174 4.009  0.284
24 H 1.134 1.390 5.689  0.393
25 H -0.076 3.447 5.042  0.356
26 H -0.419 3.926 2.614  0.458
27 C -3.401 3.738 -2.552  -1.538
28 C -2.288 2.733 -2.674  0.766
29 C -1.955 2.184 -3.911  -0.631
30 C -0.913 1.219 -3.977  -1.206
31 C -0.304 0.874 -2.808  -0.435
32 Br 2.583 1.460 -1.475  -0.537
33 N -0.611 1.381 -1.630  1.477
34 C -1.601 2.323 -1.551  -0.559
35 H -3.337 4.487 -3.340  0.379
36 H -3.367 4.235 -1.587  0.353
37 H -4.365 3.234 -2.642  0.280
38 H -2.472 2.480 -4.813  0.401
39 H -0.622 0.806 -4.932  0.555
40 H -1.820 2.722 -0.569  0.338
41 O -1.942 -1.652 2.170  -0.716
42 C -1.467 -0.889 1.398  0.906
43 N -1.072 -0.102 0.616  -0.205
44 N 0.641 -1.227 -1.456  0.929
45 P 0.457 -2.672 -1.938  -2.006
46 N -1.098 -3.062 -2.481  0.579
47 C -1.466 -4.428 -2.786  -0.380
48 C -2.544 -4.483 -3.876  -0.965
49 C -2.324 -3.330 -4.847  -0.092
50 C -2.559 -1.990 -4.141  -0.641
51 C -2.133 -2.081 -2.662  0.254
52 N 0.735 -3.902 -0.806  1.185
53 C 1.384 -5.178 -0.911  -0.954
54 C 0.552 -6.306 -0.273  -0.716
55 C -0.165 -5.847 1.008  -0.884
56 C 0.500 -4.591 1.560  -0.999
57 C 0.367 -3.466 0.541  0.975
58 N 1.399 -3.096 -3.327  0.726
59 C 1.179 -2.027 -4.296  -0.081
60 C 1.604 -2.473 -5.691  -1.248
61 C 3.075 -2.883 -5.682  -0.826
62 C 3.315 -3.893 -4.562  -1.071
63 C 2.832 -3.316 -3.229  -0.353
64 H -1.828 -4.948 -1.884  -0.104
65 H -0.560 -4.934 -3.133  0.382
66 H -3.540 -4.406 -3.435  0.411
67 H -2.486 -5.444 -4.394  0.493
68 H -2.980 -3.425 -5.716  0.532
69 H -1.292 -3.388 -5.195  -0.312
70 H -3.614 -1.718 -4.191  0.490
71 H -1.997 -1.207 -4.652  -0.021
72 H -3.007 -2.334 -2.045  0.500
73 H -1.741 -1.124 -2.302  -0.585
74 H 2.374 -5.152 -0.426  0.473
75 H 1.531 -5.400 -1.969  0.231
76 H 1.233 -7.130 -0.046  0.467
77 H -0.183 -6.676 -0.988  0.236
78 H -0.154 -6.654 1.748  0.465
79 H -1.210 -5.610 0.792  0.290
80 H 1.550 -4.794 1.776  0.365
81 H 0.022 -4.276 2.490  0.502
82 H 0.980 -2.603 0.840  -1.133
83 H -0.678 -3.129 0.510  -0.013
84 H 1.745 -1.126 -4.007  0.279
85 H 0.120 -1.764 -4.276  -0.210
86 H 1.436 -1.650 -6.390  0.402
87 H 0.998 -3.325 -6.009  0.322
88 H 3.692 -1.999 -5.510  0.338
89 H 3.349 -3.313 -6.650  0.453
90 H 4.376 -4.141 -4.496  0.398
91 H 2.760 -4.809 -4.779  0.311
92 H 3.362 -2.373 -3.034  0.251
93 H 3.057 -3.999 -2.412  0.381


[2]
One molecule with the formula C24H27N5O4S. Source: OMol25; level of theory: wB97M-V/def2-TZVPD.

Summary:
Gap between HOMO and LUMO   8.629 eV
Energy above the lowest of the compared OMol25 structures with the same formula, charge and spin   0.139 eV
SMILES   CSCC[C@H](NC(=O)N1CCn2c1nc1ccccc12)C(=O)N[C@H](Cc1ccccc1)C(=O)O

Each line ends with the natural charge from an NBO analysis.
Cartesian coordinates (Å):
1 C 0.310 4.219 0.826  -0.736
2 S 1.929 3.402 0.942  0.170
3 C 2.476 3.460 -0.807  -0.515
4 C 2.313 2.145 -1.553  -0.406
5 C 0.863 1.702 -1.716  -0.141
6 N 0.380 1.100 -0.489  -0.641
7 C -0.916 1.087 -0.143  0.819
8 O -1.842 1.450 -0.858  -0.692
9 N -1.151 0.628 1.137  -0.453
10 C -2.488 0.468 1.699  -0.202
11 C -2.264 -0.154 3.099  -0.210
12 N -0.841 -0.351 3.120  -0.369
13 C -0.230 0.106 1.994  0.585
14 N 1.060 -0.052 1.961  -0.554
15 C 1.346 -0.669 3.167  0.189
16 C 2.563 -1.087 3.682  -0.236
17 C 2.563 -1.692 4.924  -0.223
18 C 1.388 -1.884 5.647  -0.219
19 C 0.161 -1.475 5.156  -0.237
20 C 0.154 -0.869 3.914  0.086
21 C 0.714 0.709 -2.890  0.692
22 O 1.645 0.303 -3.554  -0.633
23 N -0.567 0.372 -3.105  -0.634
24 C -0.915 -0.664 -4.051  -0.144
25 C -0.485 -2.059 -3.557  -0.456
26 C -0.821 -2.263 -2.107  0.093
27 C 0.190 -2.305 -1.155  -0.236
28 C -0.103 -2.527 0.179  -0.206
29 C -1.417 -2.688 0.581  -0.247
30 C -2.435 -2.616 -0.356  -0.205
31 C -2.138 -2.409 -1.691  -0.255
32 C -0.257 -0.379 -5.401  0.808
33 O 0.184 -1.215 -6.137  -0.589
34 O -0.294 0.920 -5.704  -0.683
35 H 0.437 5.215 0.412  0.216
36 H -0.067 4.290 1.841  0.228
37 H -0.375 3.635 0.219  0.209
38 H 3.531 3.730 -0.770  0.229
39 H 1.922 4.265 -1.288  0.212
40 H 2.864 1.358 -1.037  0.214
41 H 2.746 2.249 -2.551  0.241
42 H 0.220 2.562 -1.953  0.222
43 H 1.058 0.751 0.187  0.460
44 H -2.981 1.442 1.752  0.218
45 H -3.079 -0.180 1.046  0.225
46 H -2.798 -1.102 3.214  0.209
47 H -2.578 0.522 3.901  0.208
48 H 3.473 -0.937 3.123  0.224
49 H 3.498 -2.028 5.348  0.215
50 H 1.436 -2.362 6.614  0.214
51 H -0.750 -1.622 5.716  0.215
52 H -1.286 0.753 -2.495  0.446
53 H -1.999 -0.622 -4.198  0.231
54 H -0.975 -2.810 -4.179  0.231
55 H 0.592 -2.148 -3.703  0.243
56 H 1.216 -2.178 -1.466  0.220
57 H 0.697 -2.580 0.903  0.224
58 H -1.645 -2.880 1.620  0.209
59 H -3.465 -2.741 -0.048  0.209
60 H -2.937 -2.375 -2.418  0.208
61 H 0.168 1.078 -6.543  0.499


[3]
A 14-piece molecular cluster, C4H37NO14 overall in a non-equilibrium geometry. Source: OMol25; level of theory: wB97M-V/def2-TZVPD.

Summary:
Gap between HOMO and LUMO   9.695 eV
Energy above the lowest of the compared OMol25 structures with the same formula, charge and spin   5.570 eV

Each line ends with the natural charge from an NBO analysis.
Cartesian coordinates (Å):
1 C -0.128 -0.160 -1.282  -0.049
2 O -0.415 1.032 -0.624  -0.822
3 C 1.205 -1.017 -1.076  -0.454
4 C 1.094 -2.383 -1.834  -0.435
5 C 0.995 -3.478 -0.780  -0.228
6 N -0.347 -3.443 -0.024  -0.877
7 H -0.924 -0.766 -1.070  0.160
8 H -0.183 0.133 -2.514  0.167
9 H -0.740 0.973 0.390  0.535
10 H 2.177 -0.455 -1.364  0.201
11 H 1.368 -1.152 0.044  0.219
12 H 0.145 -2.478 -2.444  0.216
13 H 2.100 -2.527 -2.441  0.217
14 H 1.889 -3.547 -0.047  0.200
15 H 0.871 -4.503 -1.252  0.193
16 H -1.065 -2.962 -0.577  0.342
17 H -0.098 -2.792 0.724  0.388
18 H 0.070 1.166 2.617  0.521
19 H -1.424 0.687 2.256  0.509
20 O -0.643 1.190 1.931  -0.965
21 H -2.817 0.576 3.878  0.514
22 H -1.862 0.092 5.018  0.478
23 O -1.891 0.369 4.174  -0.986
24 H -3.614 1.346 -2.693  0.490
25 H -2.406 0.826 -1.842  0.497
26 O -3.171 0.533 -2.469  -0.978
27 H -0.411 -1.009 2.853  0.485
28 H 0.672 -0.236 1.970  0.487
29 O 0.342 -1.140 2.154  -0.980
30 H 4.896 1.251 -1.751  0.523
31 H 4.227 0.005 -1.151  0.474
32 O 4.671 0.762 -0.822  -0.998
33 H -4.111 -0.406 -1.106  0.490
34 H -3.656 -1.435 -0.147  0.467
35 O -4.371 -0.920 -0.404  -0.965
36 H -1.610 2.793 -1.261  0.490
37 H -1.755 3.447 -2.609  0.477
38 O -2.240 2.933 -1.986  -0.965
39 H -2.153 -3.645 1.299  0.492
40 H -1.903 -3.071 2.678  0.462
41 O -2.313 -2.874 1.906  -0.954
42 H -4.627 0.134 1.467  0.496
43 H -4.953 1.333 2.210  0.463
44 O -4.631 0.474 2.328  -0.962
45 H 2.416 2.335 2.573  0.496
46 H 2.957 1.017 1.954  0.489
47 O 2.261 1.381 2.463  -0.977
48 H 2.238 2.562 -0.990  0.489
49 H 0.815 1.834 -1.280  0.511
50 O 1.614 2.341 -1.566  -0.991
51 H 4.220 3.495 1.056  0.477
52 H 4.086 2.150 0.314  0.503
53 O 3.534 2.829 0.680  -0.990
54 H 2.678 1.861 -2.685  0.508
55 H 3.355 0.946 -3.754  0.466
56 O 3.566 1.593 -3.092  -1.015


[4]
C34H33Br2N14O2Sn as an isolated structure. Source: OMol25; level of theory: wB97M-V/def2-TZVPD.

Summary:
Charge   +1
Gap between HOMO and LUMO   7.716 eV
Energy above the lowest of the compared OMol25 structures with the same formula, charge and spin   0.336 eV

Each line ends with the Mulliken charge.
Cartesian coordinates (Å):
1 Sn 0.195 -0.136 -0.318  2.313
2 C -0.642 3.146 -0.729  -0.873
3 N -0.217 1.956 -1.473  0.247
4 C -1.100 1.583 -2.573  -1.250
5 C -2.365 0.965 -2.058  0.443
6 N -2.699 0.923 -0.799  -0.130
7 C -3.949 0.317 -0.770  0.159
8 C -4.795 0.063 0.307  -0.605
9 C -6.002 -0.559 0.044  -0.667
10 C -6.363 -0.930 -1.259  -0.459
11 C -5.545 -0.665 -2.342  -1.180
12 C -4.344 -0.022 -2.072  0.568
13 N -3.308 0.416 -2.877  0.125
14 C -0.212 3.006 0.691  0.051
15 N -0.114 1.850 1.267  0.380
16 C 0.319 2.088 2.563  0.381
17 C 0.610 1.201 3.595  -0.420
18 C 1.026 1.737 4.797  -0.764
19 C 1.154 3.122 4.974  -0.466
20 C 0.877 4.015 3.956  -1.275
21 C 0.459 3.471 2.748  0.357
22 N 0.117 4.030 1.524  -0.036
23 H -1.732 3.187 -0.739  0.366
24 H -0.252 4.077 -1.152  0.503
25 H 0.721 2.089 -1.844  -0.103
26 H -0.573 0.859 -3.200  0.221
27 H -1.352 2.440 -3.211  0.456
28 H -4.505 0.358 1.308  0.522
29 H -6.693 -0.751 0.854  0.429
30 H -7.309 -1.430 -1.421  0.415
31 H -5.831 -0.949 -3.347  0.463
32 H -3.253 0.337 -3.878  0.293
33 H 0.507 0.134 3.439  0.457
34 H 1.258 1.078 5.625  0.457
35 H 1.480 3.502 5.934  0.395
36 H 0.985 5.082 4.099  0.429
37 H 0.098 5.010 1.299  0.218
38 Br -2.598 -5.001 4.800  -0.136
39 C -1.928 -3.813 3.499  -0.261
40 C -2.788 -3.200 2.606  -0.800
41 C -2.231 -2.357 1.659  -0.471
42 N -0.926 -2.116 1.567  0.383
43 C -0.104 -2.708 2.438  0.038
44 C -0.567 -3.568 3.426  -0.784
45 C 1.351 -2.423 2.287  0.939
46 C 2.207 -2.477 3.380  -0.444
47 C 3.551 -2.218 3.170  -0.421
48 Br 4.739 -2.239 4.632  -0.137
49 C 4.012 -1.943 1.897  -0.666
50 C 3.075 -1.892 0.877  -0.506
51 N 1.776 -2.107 1.060  -0.072
52 H -3.853 -3.382 2.634  0.517
53 H -2.859 -1.850 0.933  0.491
54 H 0.114 -4.057 4.108  0.570
55 H 1.838 -2.685 4.374  0.446
56 H 5.058 -1.757 1.703  0.480
57 H 3.375 -1.655 -0.137  0.446
58 N 4.293 3.820 -1.222  -0.290
59 C 4.465 3.604 0.081  0.557
60 N 5.277 4.419 0.778  -0.396
61 N 3.870 2.654 0.772  -0.676
62 C 3.047 1.745 0.379  0.396
63 N 2.332 0.843 0.198  -0.474
64 H 4.783 4.564 -1.687  0.208
65 H 3.702 3.217 -1.776  0.156
66 H 5.932 5.024 0.316  0.219
67 H 5.447 4.176 1.738  0.261
68 N 2.245 -2.522 -3.729  -0.407
69 C 1.990 -1.280 -3.249  0.745
70 O 1.381 -1.198 -2.148  -0.436
71 C 2.416 -0.184 -4.062  0.335
72 C 2.986 -0.428 -5.337  -0.479
73 N 3.432 -0.681 -6.371  -0.539
74 C 2.289 1.135 -3.645  0.275
75 N 2.191 2.243 -3.314  -0.968
76 H 2.842 -2.650 -4.530  0.176
77 H 2.061 -3.306 -3.131  0.262
78 C -1.581 -3.858 -3.111  -1.332
79 C -2.356 -2.631 -2.673  -0.114
80 O -1.693 -1.937 -1.607  0.011
81 H -2.053 -4.331 -3.972  0.439
82 H -1.538 -4.590 -2.300  0.417
83 H -0.563 -3.573 -3.383  0.145
84 H -3.366 -2.904 -2.354  0.233
85 H -2.441 -1.921 -3.496  0.203
86 H -1.280 -2.602 -1.041  0.039


| no. | calculated total energy (eV) |
| --- | --- |
| 1 | -158469.462 |
| 2 | -51805.235 |
| 3 | -34901.268 |
| 4 | -206664.879 |